No. 1
The following is a DFT calculation (ωB97M-V with the def2-TZVPD basis set) of a structure of composition C54H45N4O3PRuS3.

HOMO energy (alpha / beta) = -17.8 / -17.7 eV
relative energy (zero: lowest compared OMol25 entry of this formula, charge and spin) = 0.0 kJ/mol
expectation value of S² = 6.02
charge = +4
LUMO (alpha / beta) = -11.75 / -12.65 eV
frontier orbital gap (alpha / beta) = 6.0 / 5.1 eV
multiplicity = 5

Each line ends with the Mulliken spin population.
Positions of all 111 atoms, in Å:
Ru -0.03 0.10 0.05  1.59
N 1.68 0.64 -0.06  0.53
S 3.14 0.05 -0.21  0.02
N 3.25 -1.31 -1.01  0.03
S 3.40 -2.78 -0.42  0.00
N 2.20 -3.28 0.46  0.03
S 0.67 -3.11 0.03  -0.03
N 0.14 -1.71 0.36  0.46
C 0.35 -3.57 -1.64  0.03
C 0.25 -2.58 -2.62  -0.02
C -0.03 -2.96 -3.92  -0.01
C -0.17 -4.30 -4.24  0.00
C -0.05 -5.28 -3.26  0.00
C 0.21 -4.92 -1.94  0.00
C -0.17 -4.26 1.05  0.03
C 0.53 -5.28 1.68  0.00
C -0.20 -6.22 2.40  0.00
C -1.59 -6.12 2.47  0.00
C -2.26 -5.08 1.83  0.00
C -1.55 -4.14 1.10  0.00
C 4.79 -2.98 0.61  0.00
C 4.65 -3.27 1.96  0.00
C 5.81 -3.47 2.70  0.00
C 7.06 -3.38 2.09  0.00
C 7.17 -3.08 0.74  0.00
C 6.03 -2.88 -0.02  0.00
C 3.67 -3.75 -1.85  0.00
C 3.65 -3.21 -3.13  0.00
C 3.93 -4.05 -4.20  0.00
C 4.22 -5.39 -3.97  0.00
C 4.23 -5.92 -2.68  0.00
C 3.96 -5.10 -1.60  0.00
C 3.99 1.21 -1.20  0.01
C 3.93 2.54 -0.78  0.00
C 4.58 3.49 -1.53  0.00
C 5.28 3.11 -2.68  0.00
C 5.33 1.78 -3.08  0.00
C 4.68 0.81 -2.34  0.00
C 3.81 0.07 1.41  0.02
C 2.94 -0.07 2.49  -0.03
C 3.48 -0.04 3.76  0.00
C 4.86 0.11 3.93  0.00
C 5.70 0.23 2.83  0.00
C 5.18 0.22 1.55  -0.01
H 0.38 -1.53 -2.38  0.03
H -0.14 -2.20 -4.69  0.00
H -0.40 -4.59 -5.25  0.00
H -0.18 -6.32 -3.51  0.00
H 0.27 -5.68 -1.17  0.00
H 1.61 -5.36 1.62  0.00
H 0.31 -7.02 2.91  0.00
H -2.15 -6.86 3.02  0.00
H -3.34 -5.01 1.90  0.00
H -2.07 -3.33 0.60  -0.01
H 3.68 -3.35 2.43  0.00
H 5.74 -3.71 3.76  0.00
H 7.95 -3.55 2.68  0.00
H 8.14 -3.02 0.27  0.00
H 6.11 -2.69 -1.09  0.00
H 3.42 -2.17 -3.29  0.00
H 3.93 -3.66 -5.20  0.00
H 4.45 -6.04 -4.81  0.00
H 4.46 -6.96 -2.52  0.00
H 3.99 -5.49 -0.59  0.00
H 3.39 2.82 0.12  0.00
H 4.56 4.53 -1.23  0.00
H 5.79 3.87 -3.26  0.00
H 5.88 1.50 -3.97  0.00
H 4.73 -0.23 -2.63  0.00
H 1.87 -0.15 2.36  0.05
H 2.83 -0.10 4.62  0.00
H 5.27 0.14 4.93  0.00
H 6.77 0.36 2.98  0.00
H 5.83 0.35 0.69  0.00
O -0.46 0.64 -1.83  0.50
O -0.80 1.63 -1.10  0.59
O -0.44 0.59 1.86  0.15
P -1.14 1.30 3.09  0.01
C -2.15 0.08 3.87  0.00
C -3.27 0.51 4.59  0.00
C -4.05 -0.41 5.27  0.00
C -3.72 -1.76 5.22  0.00
C -2.62 -2.20 4.49  0.00
C -1.83 -1.28 3.82  0.00
C -2.06 2.69 2.50  0.00
C -1.96 3.94 3.12  0.00
C -2.77 4.98 2.71  0.00
C -3.67 4.79 1.67  0.00
C -3.79 3.54 1.05  0.00
C -2.99 2.50 1.47  -0.01
C 0.19 1.80 4.16  0.00
C 0.28 1.31 5.46  0.00
C 1.32 1.73 6.29  0.00
C 2.25 2.63 5.81  0.00
C 2.17 3.12 4.51  0.00
C 1.14 2.71 3.68  0.00
H -3.53 1.56 4.62  0.00
H -4.91 -0.08 5.83  0.00
H -4.33 -2.48 5.75  0.00
H -2.38 -3.25 4.46  0.00
H -0.96 -1.61 3.26  0.00
H -1.26 4.09 3.93  0.00
H -2.71 5.94 3.19  0.00
H -4.29 5.61 1.33  0.00
H -4.51 3.40 0.26  0.00
H -3.12 1.51 1.02  0.00
H -0.46 0.61 5.84  0.00
H 1.37 1.38 7.31  0.00
H 3.05 2.98 6.47  0.00
H 2.90 3.84 4.15  0.00
H 1.06 3.11 2.68  0.00



No. 2
The following is a DFT calculation (ωB97M-V with the def2-TZVPD basis set) of a structure of composition C11H20ClIN2O2PSeZr.

HOMO energy = -18.8 eV
charge = +3
LUMO = -12.99 eV
frontier orbital gap = 5.8 eV

Each line ends with the Löwdin charge.
Positions of all 40 atoms, in Å:
C 0.53 -1.90 -0.45  -0.08
C 2.02 -1.60 -0.87  -0.50
H 0.41 -3.00 -0.51  0.14
H -0.30 -1.46 -1.14  0.00
H 0.41 -1.61 0.62  -0.02
O 2.31 -1.49 -2.07  0.04
I 3.53 0.46 0.00  1.14
Zr -1.54 -0.11 0.07  1.04
P -0.51 0.80 -2.16  0.69
C 1.14 1.30 -2.70  -0.24
C -0.90 -0.35 -3.51  -0.20
H -2.45 2.23 -2.10  0.05
H -1.46 2.40 -3.62  0.09
H -0.90 3.15 -2.07  0.08
C -1.44 2.30 -2.52  -0.23
H -1.93 -0.73 -3.46  0.07
H -0.77 0.21 -4.44  0.09
H 1.05 1.60 -3.75  0.09
H 1.85 0.47 -2.64  0.01
H -0.21 -1.21 -3.52  0.07
H 1.51 2.13 -2.10  0.05
C 3.01 -1.55 0.30  -0.75
O 3.36 -2.39 1.08  0.11
Cl -3.82 -0.55 -0.16  0.16
C 2.00 -1.61 3.88  0.01
N 1.38 -0.31 3.90  -0.09
C 1.93 0.77 4.58  0.04
C 1.01 1.77 4.61  0.04
N -0.10 1.27 3.97  -0.12
C -1.39 1.96 3.91  -0.01
C 0.11 0.02 3.50  -0.55
Se -1.18 -0.93 2.48  0.83
H 1.35 -2.34 3.38  0.09
H 2.19 -1.90 4.92  0.13
H 2.94 -1.55 3.33  0.10
H 2.91 0.74 4.97  0.15
H 1.04 2.75 5.05  0.16
H -1.60 2.41 4.89  0.13
H -1.41 2.74 3.14  0.11
H -2.17 1.24 3.69  0.05



No. 3
The following is a DFT calculation (ωB97M-V with the def2-TZVPD basis set) of a cluster of 12 separate species, C50H78F6O34 in total.

HOMO energy = -9.5 eV
LUMO = 0.20 eV
frontier orbital gap = 9.7 eV

Each line ends with the Löwdin charge.
Positions of all 168 atoms, in Å:
C 20.46 -12.50 -13.22  -0.11
O 19.49 -11.66 -12.58  -0.18
C 18.80 -12.46 -11.57  -0.18
C 18.26 -11.64 -10.41  -0.15
O 17.72 -12.53 -9.36  -0.13
C 16.90 -12.02 -8.37  -0.24
C 16.65 -12.92 -7.17  -0.16
O 15.63 -13.93 -7.52  -0.21
C 15.17 -14.65 -6.37  -0.12
H 21.01 -11.76 -13.80  0.09
H 19.90 -13.29 -13.71  0.09
H 21.19 -12.90 -12.52  0.08
H 19.56 -12.98 -10.98  0.12
H 17.93 -13.04 -11.86  0.13
H 17.55 -10.86 -10.71  0.13
H 19.04 -11.10 -9.88  0.12
H 15.93 -11.55 -8.53  0.13
H 17.46 -11.21 -7.91  0.12
H 16.13 -12.46 -6.33  0.12
H 17.59 -13.31 -6.79  0.12
H 14.84 -14.00 -5.55  0.08
H 15.96 -15.25 -5.92  0.07
H 14.40 -15.33 -6.74  0.08
C 13.85 -15.48 0.37  -0.07
C 13.41 -16.95 0.49  -0.17
O 11.93 -17.18 0.64  0.02
C 11.23 -17.77 -0.34  -0.38
O 11.69 -18.50 -1.17  0.15
C 9.70 -17.53 -0.14  -0.54
F 9.28 -18.37 0.88  0.13
F 9.61 -16.22 0.20  0.14
F 9.05 -17.69 -1.23  0.24
H 13.77 -14.91 1.30  0.08
H 13.27 -15.21 -0.52  0.08
H 14.83 -15.44 -0.10  0.08
H 14.04 -17.33 1.30  0.12
H 13.76 -17.36 -0.45  0.11
C 27.78 -14.37 -7.47  -0.07
C 28.35 -13.36 -8.40  -0.26
O 28.09 -13.76 -9.66  0.02
C 28.84 -13.55 -10.73  -0.33
O 29.92 -12.95 -10.82  0.12
C 28.25 -14.24 -11.98  -0.54
F 26.92 -14.02 -12.04  0.16
F 28.92 -13.91 -13.10  0.18
F 28.47 -15.50 -11.66  0.18
H 27.78 -13.91 -6.48  0.08
H 28.12 -15.39 -7.32  0.08
H 26.74 -14.63 -7.61  0.08
H 29.39 -13.11 -8.20  0.14
H 27.71 -12.48 -8.41  0.14
C 16.83 -18.49 -7.69  -0.02
C 18.24 -18.47 -7.47  -0.35
C 19.11 -17.27 -7.86  -0.11
O 19.86 -16.91 -6.75  0.11
C 19.28 -17.50 -5.73  -0.57
O 19.63 -17.14 -4.61  0.11
O 18.49 -18.52 -6.07  0.11
H 16.37 -19.32 -7.15  0.10
H 16.70 -18.56 -8.77  0.10
H 16.43 -17.55 -7.31  0.09
H 18.73 -19.30 -7.98  0.15
H 18.60 -16.42 -8.30  0.14
H 19.77 -17.48 -8.70  0.13
C 8.99 -9.18 -6.35  -0.01
C 9.52 -10.63 -6.14  -0.36
C 10.78 -10.73 -5.19  -0.08
O 10.55 -11.94 -4.51  0.06
C 9.25 -12.32 -4.65  -0.38
O 8.59 -13.29 -4.11  0.08
O 8.63 -11.35 -5.45  0.04
H 8.02 -9.09 -6.84  0.08
H 9.79 -8.59 -6.79  0.08
H 8.77 -8.70 -5.40  0.08
H 9.74 -11.24 -7.01  0.16
H 10.82 -9.88 -4.50  0.13
H 11.69 -10.72 -5.80  0.13
C 16.76 -5.17 -6.69  0.00
C 17.05 -6.18 -5.52  -0.33
C 17.06 -5.55 -4.16  -0.10
O 16.50 -6.50 -3.28  0.11
C 16.04 -7.48 -4.04  -0.62
O 15.38 -8.41 -3.64  0.14
O 16.24 -7.30 -5.33  0.12
H 15.69 -5.02 -6.83  0.09
H 17.22 -5.58 -7.58  0.08
H 17.28 -4.24 -6.45  0.08
H 17.99 -6.61 -5.88  0.15
H 16.39 -4.68 -4.13  0.14
H 18.09 -5.24 -4.03  0.14
C 30.76 -9.39 -15.92  -0.02
C 30.16 -9.42 -14.48  -0.34
C 29.72 -8.00 -13.96  -0.11
O 28.34 -8.09 -13.97  0.07
C 27.90 -9.34 -14.19  -0.46
O 26.75 -9.73 -14.06  0.13
O 29.00 -10.13 -14.51  0.07
H 30.22 -8.91 -16.73  0.09
H 30.72 -10.37 -16.38  0.08
H 31.77 -9.01 -15.74  0.08
H 30.82 -9.78 -13.69  0.15
H 30.25 -7.26 -14.57  0.13
H 30.06 -7.94 -12.93  0.13
C 24.87 -7.38 -9.32  0.00
C 23.52 -8.20 -9.33  -0.30
C 23.59 -9.69 -8.92  -0.11
O 22.95 -9.78 -7.72  0.12
C 22.72 -8.61 -7.22  -0.59
O 22.17 -8.45 -6.17  0.17
O 22.95 -7.72 -8.20  0.05
H 25.45 -7.82 -8.50  0.08
H 24.70 -6.34 -9.04  0.08
H 25.48 -7.43 -10.22  0.07
H 22.83 -8.06 -10.16  0.15
H 24.63 -10.02 -8.98  0.14
H 22.98 -10.13 -9.72  0.13
C 10.97 -16.89 -12.12  -0.03
C 10.55 -15.88 -11.10  -0.36
C 11.75 -15.07 -10.57  -0.04
O 11.38 -13.70 -10.81  0.13
C 10.26 -13.64 -11.37  -0.59
O 9.61 -12.60 -11.62  0.10
O 9.89 -14.87 -11.73  0.09
H 10.09 -17.47 -12.41  0.09
H 11.38 -17.74 -11.58  0.09
H 11.56 -16.56 -12.98  0.10
H 9.96 -16.30 -10.28  0.16
H 12.61 -15.36 -11.18  0.13
H 11.93 -15.32 -9.53  0.13
C 17.29 -18.42 -17.34  -0.03
C 17.28 -18.91 -15.90  -0.30
C 18.69 -19.20 -15.46  -0.12
O 18.75 -18.48 -14.25  0.07
C 17.66 -17.68 -14.04  -0.50
O 17.33 -16.99 -13.05  0.09
O 16.85 -17.76 -15.10  0.09
H 17.61 -19.26 -17.97  0.09
H 17.91 -17.53 -17.42  0.09
H 16.35 -18.04 -17.73  0.08
H 16.66 -19.81 -15.79  0.15
H 19.41 -18.82 -16.18  0.13
H 18.74 -20.28 -15.43  0.14
C 19.36 -11.67 0.69  -0.03
C 20.29 -12.30 -0.31  -0.33
C 20.64 -11.42 -1.50  -0.08
O 21.95 -11.97 -1.89  0.05
C 22.45 -12.64 -0.78  -0.50
O 23.54 -13.23 -0.67  0.11
O 21.59 -12.54 0.24  0.07
H 19.52 -10.65 1.03  0.09
H 19.18 -12.28 1.57  0.09
H 18.36 -11.59 0.27  0.09
H 20.00 -13.24 -0.79  0.16
H 20.65 -10.40 -1.11  0.13
H 19.95 -11.67 -2.30  0.14
C 8.84 -5.69 -10.48  -0.02
C 10.31 -5.59 -10.90  -0.29
C 11.31 -4.81 -10.05  -0.15
O 12.31 -5.64 -9.85  0.14
C 12.07 -6.79 -10.27  -0.58
O 12.94 -7.69 -10.40  0.10
O 10.81 -6.89 -10.69  0.10
H 8.29 -4.75 -10.60  0.08
H 8.64 -6.06 -9.47  0.08
H 8.35 -6.53 -10.97  0.09
H 10.39 -5.30 -11.95  0.16
H 10.84 -4.57 -9.09  0.14
H 11.60 -3.80 -10.31  0.15



Which E belongs to each record? In order, -113160.5179, -115315.3397, -139025.5621 eV.